47
Properties=species:S:1:pos:R:3:forces:R:3:lowdin_charge:R:1 method="wB97M-V/def2-TZVPD" largest_force_ev_per_a=0.95 homo_energy_ev=-5.86 homo_lumo_gap_ev=4.480 lumo_ev=-1.38 total_energy_ev=-46297.721
C 0.56234 -2.55009 0.44287 -0.1 0.0 0.1 -0.08
C 2.02522 -2.55624 0.00495 -0.1 -0.2 0.1 -0.26
O 2.22210 -1.91742 -1.24602 0.1 0.1 0.1 -0.15
C 2.31669 -0.50488 -1.13126 0.0 -0.1 -0.1 -0.18
C 1.25764 0.13008 -2.01992 0.2 -0.2 0.4 -0.18
O 1.22152 1.49961 -1.69162 0.0 0.2 -0.8 -0.12
C -0.03764 2.10782 -1.63188 -0.2 0.0 0.2 -0.18
C -0.30843 2.41163 -0.15504 0.4 0.3 -0.1 -0.11
O -1.67852 2.16106 0.27236 -0.1 -0.3 -0.3 -0.13
C -1.91583 0.83791 0.34308 0.5 0.1 0.8 -0.36
S -3.24519 0.39137 -0.93648 -0.4 0.3 -0.3 1.13
C -4.07069 -1.05730 -0.26670 0.1 -0.2 -0.2 -0.42
P -4.46269 -2.42492 -1.40513 -0.1 -0.2 0.1 0.36
O -4.73295 -3.62731 -0.63762 0.0 0.1 -0.1 -0.22
O -3.25380 -2.59905 -2.43255 0.0 0.2 0.1 -0.11
O -5.64761 -1.76692 -2.25014 0.4 0.2 -0.1 -0.11
H 0.31973 -1.65508 1.02383 0.1 0.1 -0.1 0.06
H -0.08754 -2.62040 -0.43510 0.0 0.0 0.0 0.06
H 0.35046 -3.41715 1.07307 0.0 0.1 0.0 0.07
H 2.38020 -3.58212 -0.11243 -0.1 0.0 -0.1 0.11
H 2.64063 -2.08442 0.77760 0.0 0.0 0.0 0.12
H 3.31176 -0.18095 -1.45230 0.0 0.0 0.0 0.13
H 2.15847 -0.16248 -0.09946 -0.1 0.0 -0.1 0.10
H 0.29458 -0.36044 -1.80376 0.0 0.0 0.0 0.10
H 1.48660 -0.02315 -3.08168 -0.1 0.1 0.0 0.13
H -0.03148 2.99655 -2.26929 0.0 0.0 0.1 0.13
H -0.83056 1.44997 -2.02876 0.1 0.0 -0.1 0.09
H 0.35579 1.78066 0.45977 0.2 0.1 0.3 0.09
H -0.10812 3.45523 0.07468 -0.2 0.0 0.1 0.14
H -2.37192 0.53466 1.29049 -0.2 0.0 -0.1 0.12
H -1.04740 0.20535 0.13094 -0.1 -0.1 0.0 0.11
H -2.49075 -0.13772 -1.91473 0.1 -0.2 0.2 -0.02
H -3.47045 -1.48617 0.53710 0.0 0.1 0.0 0.09
H -5.02590 -0.68426 0.10497 0.1 -0.1 0.2 0.08
H -3.20615 -1.97050 -3.16152 0.0 -0.1 -0.1 0.08
H -5.74118 -2.10837 -3.14791 -0.2 -0.1 0.0 0.10
C 2.42376 1.93645 3.81637 0.1 -0.1 0.1 -0.11
C 2.54753 1.18490 2.47826 0.1 0.4 0.1 -0.69
C 3.41114 2.04481 1.53179 0.1 -0.1 0.0 -0.09
O 1.32778 0.91401 1.94444 -0.6 -0.4 -0.6 -0.32
H 1.90054 2.88321 3.65023 0.0 0.0 0.0 0.06
H 1.84371 1.33908 4.52310 0.0 0.0 0.0 0.06
H 3.39814 2.15210 4.26982 0.0 0.0 0.0 0.06
H 3.15596 0.27248 2.69842 -0.1 -0.1 0.0 0.11
H 2.90070 2.99476 1.34091 0.0 0.0 0.0 0.07
H 3.54939 1.53033 0.57758 0.0 0.1 0.0 0.04
H 4.40241 2.26329 1.94466 0.0 0.0 0.0 0.06